{"formula": "C51H142N20O18", "method": "ωB97M-V/def2-TZVPD", "species": ["C", "C", "C", "O", "C", "N", "H", "H", "H", "H", "H", "H", "H", "H", "H", "H", "H", "C", "C", "C", "O", "C", "N", "H", "H", "H", "H", "H", "H", "H", "H", "H", "H", "H", "C", "C", "C", "O", "C", "N", "H", "H", "H", "H", "H", "H", "H", "H", "H", "H", "H", "C", "C", "C", "O", "C", "N", "H", "H", "H", "H", "H", "H", "H", "H", "H", "H", "H", "C", "C", "C", "O", "C", "N", "H", "H", "H", "H", "H", "H", "H", "H", "H", "H", "H", "C", "C", "C", "O", "C", "N", "H", "H", "H", "H", "H", "H", "H", "H", "H", "H", "H", "C", "C", "C", "O", "C", "N", "H", "H", "H", "H", "H", "H", "H", "H", "H", "H", "H", "C", "O", "C", "C", "N", "C", "C", "O", "C", "H", "H", "H", "H", "H", "H", "H", "H", "H", "H", "H", "H", "H", "H", "H", "C", "O", "C", "C", "N", "C", "C", "O", "C", "H", "H", "H", "H", "H", "H", "H", "H", "H", "H", "H", "H", "H", "H", "H", "C", "O", "C", "C", "N", "C", "C", "O", "C", "H", "H", "H", "H", "H", "H", "H", "H", "H", "H", "H", "H", "H", "H", "H", "C", "O", "N", "N", "H", "H", "H", "H", "C", "O", "N", "N", "H", "H", "H", "H", "C", "O", "N", "N", "H", "H", "H", "H", "C", "O", "N", "N", "H", "H", "H", "H", "C", "O", "N", "N", "H", "H", "H", "H"], "coordinates": [[-3.1010, -4.1258, 4.4951], [-2.4140, -3.1806, 3.5484], [-0.9258, -3.6063, 3.3606], [-0.1815, -3.0271, 2.3224], [1.1780, -3.4253, 2.4359], [-3.1806, -3.1846, 2.3188], [-2.6926, -3.9505, 5.4903], [-2.8508, -5.1744, 4.3341], [-4.1889, -4.0769, 4.5413], [-2.2903, -2.1737, 3.9472], [-0.8737, -4.6456, 3.0362], [-0.4110, -3.5727, 4.3208], [1.6166, -3.1730, 1.4704], [1.3343, -4.5034, 2.4736], [1.6295, -2.8421, 3.2384], [-2.7768, -2.3747, 1.8703], [-3.3140, -4.0706, 1.8528], [-1.8750, 9.5550, 1.0206], [-3.1661, 8.7041, 1.2016], [-3.4040, 7.6634, 0.0317], [-4.7722, 7.2707, 0.1460], [-5.2139, 6.1814, -0.6081], [-3.1316, 8.1380, 2.4872], [-1.0426, 9.3123, 1.6813], [-2.1638, 10.5663, 1.3070], [-1.5938, 9.5630, -0.0324], [-3.9997, 9.4020, 1.1229], [-2.6824, 6.8652, 0.2058], [-3.2182, 8.1376, -0.9320], [-5.8368, 5.5304, 0.0052], [-4.4610, 5.5520, -1.0828], [-6.0118, 6.5370, -1.2601], [-4.0377, 7.6925, 2.5118], [-3.1223, 8.9174, 3.1295], [6.5604, -3.8052, -0.2576], [5.2578, -4.4084, 0.3468], [5.5975, -4.8527, 1.8706], [6.6964, -5.6544, 2.0658], [6.9911, -5.9650, 3.4159], [4.1665, -3.4785, 0.2888], [7.2124, -4.5414, -0.7277], [7.1308, -3.0753, 0.3168], [6.2817, -3.2101, -1.1273], [5.2285, -5.2887, -0.2954], [4.6804, -5.2906, 2.2648], [5.6063, -3.9507, 2.4825], [7.1883, -5.0724, 4.0095], [7.8732, -6.5889, 3.5601], [6.1512, -6.5768, 3.7452], [3.7624, -3.3950, -0.6331], [4.6544, -2.6013, 0.4012], [-1.8469, 5.3514, 3.4150], [-2.0550, 3.8450, 3.2646], [-2.8905, 3.2974, 4.4465], [-2.0707, 3.5430, 5.6587], [-2.8076, 3.4721, 6.8839], [-2.6667, 3.6285, 1.9530], [-1.3718, 5.4931, 4.3857], [-2.8253, 5.8305, 3.4516], [-1.2328, 5.9162, 2.7137], [-1.0561, 3.4090, 3.2827], [-3.1220, 2.2405, 4.3148], [-3.9006, 3.7070, 4.4460], [-3.0852, 4.4759, 7.2054], [-2.1641, 3.1069, 7.6843], [-3.5463, 2.6712, 6.8532], [-3.1828, 4.4872, 1.8251], [-3.4427, 2.9822, 1.9671], [-7.8700, 2.6729, 2.0554], [-6.3674, 2.8835, 1.6875], [-5.5681, 1.6187, 1.9485], [-5.2168, 1.6772, 3.3375], [-5.1140, 0.4371, 3.9551], [-6.3758, 3.0125, 0.2492], [-8.0161, 2.7991, 3.1282], [-8.3067, 1.7467, 1.6821], [-8.4699, 3.5386, 1.7745], [-5.8385, 3.6263, 2.2846], [-4.5853, 1.5908, 1.4779], [-6.2256, 0.7970, 1.6643], [-5.9781, -0.2091, 3.8006], [-4.9402, 0.4984, 5.0295], [-4.2818, -0.1595, 3.5815], [-7.3272, 3.1216, -0.0715], [-6.1242, 2.1407, -0.1945], [0.4341, -7.2821, -1.8993], [-0.2378, -7.6206, -0.6478], [0.2938, -6.6184, 0.5106], [1.3182, -7.1445, 1.3702], [2.6517, -7.4106, 0.8805], [-1.6660, -7.4980, -0.8441], [0.1965, -6.2611, -2.1978], [0.0565, -7.9074, -2.7083], [1.5210, -7.3642, -1.9118], [-0.0258, -8.6449, -0.3412], [-0.5457, -6.1925, 1.0603], [0.7188, -5.7423, 0.0208], [3.2205, -8.0815, 1.5243], [3.0074, -6.3820, 0.9403], [2.5798, -7.7946, -0.1371], [-2.0665, -8.2012, -0.2397], [-1.8002, -7.8693, -1.7737], [-1.4853, -3.4947, -4.9773], [-2.7956, -3.5021, -4.1497], [-2.5575, -4.3484, -2.8099], [-1.5176, -3.8134, -2.0068], [-1.9011, -3.8292, -0.6027], [-3.1792, -2.0932, -4.0141], [-1.0402, -4.4886, -5.0238], [-0.8402, -2.6299, -4.8218], [-1.7962, -3.3678, -6.0143], [-3.4986, -4.0522, -4.7752], [-2.3925, -5.3260, -3.2629], [-3.5104, -4.3247, -2.2813], [-1.4131, -3.0550, -0.0107], [-2.0265, -4.7873, -0.0984], [-2.8181, -3.2583, -0.4569], [-3.2902, -1.5952, -4.8858], [-2.4601, -1.5612, -3.5450], [-3.8716, 5.0661, -4.2203], [-2.6554, 5.4669, -3.5012], [-1.8235, 6.2270, -4.2673], [-0.6551, 6.4154, -3.3497], [0.0089, 5.1451, -3.1344], [1.0850, 5.5123, -2.1680], [1.8113, 4.2130, -1.7383], [3.0383, 4.4404, -1.1772], [3.6782, 3.3867, -0.4384], [-4.3716, 5.8318, -4.8134], [-4.6038, 4.7222, -3.4897], [-3.5542, 4.3040, -4.9320], [-2.2090, 7.2167, -4.5122], [-1.3883, 5.7924, -5.1673], [-1.0057, 6.8123, -2.3970], [-0.0842, 7.2442, -3.7684], [-0.7041, 4.4726, -2.8904], [0.6907, 6.0683, -1.3175], [1.9382, 6.0632, -2.5639], [1.9353, 3.6138, -2.6403], [1.2679, 3.4764, -1.1464], [3.1031, 2.8008, 0.2788], [4.4314, 3.8969, 0.1620], [4.1698, 2.7060, -1.1335], [2.8147, 4.8805, 5.5212], [3.0852, 3.9525, 4.4250], [1.9666, 2.9453, 4.4717], [2.1643, 1.9423, 3.2963], [3.0228, 0.7890, 3.6614], [3.4930, 0.0407, 2.5074], [4.5152, -0.9558, 3.0606], [5.6188, -0.2717, 3.5997], [6.5695, -1.1640, 4.1181], [2.9973, 4.3314, 6.4449], [1.7836, 5.2340, 5.5193], [3.6093, 5.6139, 5.6581], [1.0294, 3.4436, 4.2237], [1.8705, 2.4367, 5.4310], [2.6960, 2.5494, 2.5636], [1.2118, 1.5722, 2.9170], [3.8276, 1.0556, 4.2104], [3.9584, 0.6580, 1.7391], [2.7051, -0.5939, 2.1015], [4.8364, -1.6828, 2.3147], [4.0569, -1.5974, 3.8132], [7.2660, -0.6056, 4.7436], [6.9915, -1.8127, 3.3505], [6.2788, -1.9053, 4.8625], [-2.7104, 3.1455, -1.1563], [-2.3038, 1.7826, -1.4644], [-1.7874, 1.0332, -0.3693], [-1.8036, -0.3781, -0.8114], [-0.6500, -0.7909, -1.5949], [0.6499, -0.6679, -0.9777], [1.8061, -1.4371, -1.6991], [1.3228, -2.8113, -1.8674], [2.0049, -3.6215, -2.8891], [-3.5916, 3.0970, -0.5166], [-2.9935, 3.5950, -2.1081], [-1.9785, 3.7911, -0.6710], [-2.6035, 1.0391, 0.3533], [-0.9492, 1.4039, 0.2206], [-2.7217, -0.6591, -1.3272], [-1.9328, -0.9902, 0.0812], [-0.6691, -1.7476, -1.9181], [0.7074, -0.9070, 0.0842], [0.8559, 0.3999, -1.0517], [2.7581, -1.4284, -1.1684], [1.8877, -1.0774, -2.7248], [1.7488, -3.2581, -3.8843], [1.6280, -4.6418, -2.8189], [3.0703, -3.6313, -2.6594], [-5.7073, 0.1721, -2.2664], [-6.3999, 0.9549, -1.6205], [-4.4448, 0.2433, -2.4065], [-6.0027, -1.0635, -2.4379], [-4.0046, -0.3939, -3.0549], [-3.9991, 1.0355, -1.9662], [-5.3169, -1.6221, -2.9255], [-6.8933, -1.3695, -2.0729], [6.1084, -0.3066, -0.2300], [4.9276, -0.5818, -0.2721], [6.8097, -0.3545, -1.2607], [6.9353, -0.0728, 0.8134], [7.7438, 0.0205, -1.1774], [6.4141, -0.9257, -1.9937], [7.8619, 0.2126, 0.5304], [6.5720, -0.1146, 1.7548], [-0.9125, 1.1279, -5.1944], [-0.9387, 1.3710, -6.3878], [-1.7569, 1.6103, -4.3383], [0.1229, 0.6078, -4.5752], [-2.5884, 2.0365, -4.7217], [-1.6679, 1.4161, -3.3512], [0.0883, 0.2137, -3.6459], [0.8079, 0.3406, -5.2677], [6.0694, -4.7133, -4.2046], [5.7457, -3.9700, -5.1401], [7.2571, -4.6492, -3.6524], [5.1913, -5.5676, -3.6715], [7.9863, -4.1099, -4.0968], [7.4473, -5.3783, -2.9798], [5.5255, -5.9986, -2.8214], [4.2091, -5.4021, -3.8386], [2.9836, -2.2671, -5.8960], [2.0336, -1.5082, -6.0352], [3.0409, -3.3843, -6.4301], [4.1057, -1.8659, -5.4924], [2.3796, -3.7043, -7.1233], [3.8108, -3.9585, -6.1177], [4.0982, -0.9987, -4.9747], [4.8871, -2.5055, -5.4768]], "lowdin_spin": [0.00, 0.00, 0.00, 0.00, 0.00, 0.00, 0.00, 0.00, 0.00, 0.00, 0.00, 0.00, 0.00, 0.00, 0.00, 0.00, 0.00, 0.00, 0.00, 0.00, 0.00, 0.00, 0.00, 0.00, 0.00, 0.00, 0.00, 0.00, 0.00, 0.00, 0.00, 0.00, 0.00, 0.00, 0.00, 0.00, 0.00, 0.00, 0.00, 0.00, 0.00, 0.00, 0.00, 0.00, 0.00, 0.00, 0.00, 0.00, 0.00, 0.00, 0.00, 0.00, 0.00, 0.00, 0.00, 0.00, 0.00, 0.00, 0.00, 0.00, 0.00, 0.00, 0.00, 0.00, 0.00, 0.00, 0.00, 0.00, 0.00, 0.00, 0.00, 0.00, 0.00, 0.00, 0.00, 0.00, 0.00, 0.00, 0.00, 0.00, 0.00, 0.00, 0.00, 0.00, 0.00, 0.00, 0.00, 0.00, 0.00, 0.00, 0.00, 0.00, 0.00, 0.00, 0.00, 0.00, 0.00, 0.00, 0.00, 0.00, 0.00, 0.00, 0.00, 0.00, 0.00, 0.00, 0.00, 0.00, 0.00, 0.00, 0.00, 0.00, 0.00, 0.00, 0.00, 0.00, 0.00, 0.00, 0.00, 0.00, 0.00, 0.00, 0.00, 0.00, 0.00, 0.00, 0.00, 0.00, 0.00, 0.00, 0.00, 0.00, 0.00, 0.00, 0.00, 0.00, 0.00, 0.00, 0.00, 0.00, 0.00, 0.00, 0.00, 0.00, 0.00, 0.00, 0.00, 0.00, 0.00, 0.00, 0.00, 0.00, 0.00, 0.00, 0.00, 0.00, 0.00, 0.00, 0.00, 0.00, 0.00, 0.00, 0.00, 0.00, 0.00, 0.00, 0.00, 0.00, 0.02, 0.01, 0.08, 0.62, 0.08, 0.00, 0.00, 0.00, 0.00, 0.00, 0.00, 0.00, 0.00, 0.00, 0.04, 0.02, 0.04, 0.02, 0.00, 0.00, 0.00, 0.00, 0.00, 0.00, 0.00, 0.00, 0.00, 0.00, 0.00, 0.00, 0.00, 0.00, 0.00, 0.00, 0.00, 0.00, 0.00, 0.00, 0.00, 0.00, 0.02, 0.00, 0.02, 0.00, 0.00, 0.00, 0.00, 0.00, 0.00, 0.00, 0.00, 0.00, 0.00, 0.00, 0.00, 0.00, 0.00, 0.00, 0.00, 0.00, 0.00, 0.00, 0.00], "spin_multiplicity": 2, "orbital_gap_ev": [8.47, 3.12], "total_charge": 1, "s_squared": 0.75}